# 1
10
Properties=species:S:1:pos:R:3:forces:R:3:lowdin_charge:R:1 method="wB97M-V/def2-TZVPD" s_squared=2.006 orbital_gap_ev="7.239 / 8.854" homo_ev="-6.25 / -9.70" total_charge=0 multiplicity=3
C 0.606 0.212 -0.632 0.2 -0.5 -0.7 -0.580
C -1.462 -0.896 -0.048 -0.4 0.0 -2.8 -0.052
N 1.410 1.473 2.272 0.7 0.1 0.4 0.059
N 0.501 1.373 1.688 -0.7 0.1 -0.1 0.024
O -0.284 -0.741 -0.841 -0.6 -1.1 -0.6 -0.242
S 1.983 0.151 -1.706 -0.2 0.2 0.3 0.730
H -1.376 -1.740 0.563 0.2 -1.4 0.9 0.070
H -2.356 -0.998 -0.738 1.1 0.2 0.8 0.120
H -1.481 -0.035 0.506 -0.9 2.0 1.7 0.032
H 2.458 1.201 -1.065 0.7 0.5 0.0 -0.161

***

# 2
11
Properties=species:S:1:pos:R:3:forces:R:3:lowdin_charge:R:1 method="wB97M-V/def2-TZVPD" orbital_gap_ev=8.488 homo_ev=-8.77 total_charge=0
C 1.312 -0.672 -0.769 -3.0 0.6 -1.6 -0.347
C -0.916 -1.076 -0.130 1.8 1.5 -1.3 -0.706
H 3.269 -0.153 1.454 -3.4 0.6 -1.4 0.163
H 1.466 -1.448 -1.411 -1.0 -1.7 -3.3 0.094
H -0.760 1.713 1.302 1.4 -0.7 -3.4 0.016
H -0.309 -2.069 -0.232 -2.1 1.2 0.5 0.119
N 2.366 -0.696 -0.180 3.6 1.2 4.8 0.016
N 0.024 -0.096 -0.645 -0.8 0.2 2.3 -0.489
O 2.296 0.002 1.053 3.8 -0.2 1.0 -0.123
S -0.212 1.647 -0.258 -0.5 -1.2 2.2 0.638
S -2.359 -0.524 0.359 0.2 -1.5 0.2 0.619

***

# 3
11
Properties=species:S:1:pos:R:3:forces:R:3:lowdin_charge:R:1 method="wB97M-V/def2-TZVPD" smiles="NC(=S)N(O)C=S" orbital_gap_ev=7.886 homo_ev=-8.81 total_charge=0
C 0.861 0.573 -0.836 -1.8 0.0 3.7 -0.924
C -0.740 -0.196 0.925 1.5 -2.1 3.0 -0.607
H 2.114 0.865 -2.229 -3.6 -1.1 -0.3 0.155
H 0.839 -0.566 -2.764 0.4 4.5 2.9 0.263
H -1.577 -1.257 -0.917 -1.3 -1.4 0.6 0.049
H 0.053 0.242 1.613 -1.3 0.1 -1.2 0.034
N 1.025 0.523 -2.131 4.1 -3.2 -4.7 0.024
N -0.358 -0.044 -0.348 0.4 0.3 -0.9 -0.209
O -1.033 -0.656 -1.396 0.4 0.7 0.0 0.013
S 1.807 1.392 0.241 0.2 0.0 -0.4 0.678
S -1.717 -1.370 1.776 0.9 2.1 -2.5 0.525

***

# 4
11
Properties=species:S:1:pos:R:3:forces:R:3:lowdin_charge:R:1 method="wB97M-V/def2-TZVPD" orbital_gap_ev=9.055 homo_ev=-8.62 total_charge=0
C 0.240 -0.647 1.460 1.1 -1.4 -2.8 -0.933
C 0.191 -0.161 -1.281 -1.0 -0.2 -3.1 -0.593
H 0.010 -1.097 3.373 0.1 1.2 -0.6 0.146
H -0.155 0.693 2.969 0.4 -2.2 -0.3 0.142
H 0.551 -1.177 -1.256 -0.2 -0.3 0.2 0.069
H -0.964 1.651 -4.087 0.7 0.6 2.0 -0.083
N 0.091 -0.307 2.704 -1.1 2.2 3.5 0.108
N -0.206 0.254 -2.482 1.6 -0.5 3.5 -0.458
O 0.491 -1.756 1.076 -0.1 -1.6 0.0 -0.001
S 0.254 0.638 0.262 -0.4 2.9 -0.4 0.968
S -0.502 1.908 -2.738 -1.0 -0.7 -2.0 0.635

***

# 5
11
Properties=species:S:1:pos:R:3:forces:R:3:lowdin_charge:R:1 method="wB97M-V/def2-TZVPD" orbital_gap_ev=8.133 homo_ev=-9.29 total_charge=0
C -0.306 -0.127 0.200 3.0 2.3 -2.7 -0.475
C -1.186 -0.744 -1.120 1.0 1.0 2.3 -1.081
H 0.987 1.520 1.545 3.4 -2.5 -2.8 0.247
H 2.389 -0.191 1.416 -1.5 4.1 -2.3 0.178
H 1.500 -0.009 -1.191 -1.6 0.4 2.8 0.119
H -2.507 -0.170 0.591 -0.9 0.2 -1.9 -0.035
N 1.980 0.845 0.653 -2.2 -1.8 5.3 -0.100
N 1.077 0.230 -0.208 -1.9 -1.7 -1.7 -0.226
O -0.738 0.394 1.216 -0.2 -1.5 -0.7 -0.050
S -2.909 -0.310 -0.814 2.4 -0.8 1.4 0.738
S -0.287 -1.435 -2.288 -1.4 0.3 0.3 0.685

***

# 6
9
Properties=species:S:1:pos:R:3:forces:R:3:lowdin_charge:R:1 method="wB97M-V/def2-TZVPD" smiles="N=C=N.C=S" orbital_gap_ev=8.596 homo_ev=-8.80 total_charge=0
C -1.656 0.966 -0.210 1.2 0.2 1.7 -0.432
C 2.148 -1.347 0.058 -0.5 0.9 3.7 -0.529
N -2.495 0.850 -1.039 -3.4 -0.6 -2.1 0.133
N -0.729 0.916 0.550 0.2 -0.7 0.2 0.118
S 2.071 0.074 0.790 0.4 0.2 0.0 0.640
H -3.499 0.574 -0.956 1.7 0.6 0.1 0.100
H 2.049 -2.189 0.735 0.1 -0.5 -0.7 0.001
H 2.210 -1.356 -0.953 0.3 -0.7 -2.9 -0.043
H -0.099 1.511 1.025 -0.1 0.7 0.1 0.013

***

# 7
9
Properties=species:S:1:pos:R:3:forces:R:3:lowdin_charge:R:1 method="wB97M-V/def2-TZVPD" s_squared=2.017 orbital_gap_ev="5.467 / 7.406" homo_ev="-4.64 / -9.39" total_charge=0 multiplicity=3
C 0.505 1.195 -0.065 -1.9 -1.2 -0.1 -0.129
C -1.163 -0.238 -0.036 1.5 2.6 -0.1 -0.857
N 1.514 0.492 0.019 1.1 -0.5 0.1 -0.025
N -0.501 -1.349 0.088 1.1 -1.2 0.1 0.012
S -2.662 0.270 -0.164 -0.6 0.5 -0.1 0.687
H 0.291 2.247 -0.142 -0.8 -0.1 0.0 0.064
H 2.456 0.895 0.016 -0.5 -0.3 0.0 0.076
H 0.515 -1.264 0.137 0.0 -0.1 0.0 0.063
H -0.956 -2.249 0.148 0.1 0.3 0.0 0.111

***

# 8
10
Properties=species:S:1:pos:R:3:forces:R:3:lowdin_charge:R:1 method="wB97M-V/def2-TZVPD" smiles="NC(=S)C(N)=S" orbital_gap_ev=8.041 homo_ev=-8.74 total_charge=0
C -0.614 -0.424 0.496 1.6 2.6 -0.8 -0.944
C 0.342 0.185 -0.568 4.3 -3.5 -0.8 -0.847
H -2.001 0.443 1.532 0.0 0.3 0.1 0.097
H -1.563 1.249 0.123 0.0 1.2 -0.8 0.016
H 2.385 -0.014 -1.383 -3.0 -1.8 2.6 0.172
H 1.673 -1.369 -0.278 0.5 -0.7 0.3 0.041
N -1.272 0.662 0.862 -2.6 -0.2 1.8 0.015
N 1.609 -0.462 -0.675 -0.6 3.1 -1.8 0.021
S -0.661 -1.737 1.389 0.6 -2.2 0.2 0.715
S 0.102 1.468 -1.499 -0.8 1.2 -0.7 0.716

***

# 9
10
Properties=species:S:1:pos:R:3:forces:R:3:lowdin_charge:R:1 method="wB97M-V/def2-TZVPD" orbital_gap_ev=8.263 homo_ev=-8.90 total_charge=0
C 0.184 -0.199 -0.113 -0.2 -0.5 0.3 -0.562
C -0.740 0.903 0.477 -0.4 -1.3 -0.2 -1.165
H -1.462 -1.156 -1.013 1.2 0.3 0.2 0.052
H 0.098 -1.903 -1.398 -0.6 1.3 1.0 0.121
H 2.014 -0.885 -0.032 -0.4 0.0 0.1 0.065
H 1.266 1.668 0.939 -0.4 0.3 0.3 -0.090
N -0.429 -1.123 -0.944 0.3 -0.3 -0.3 0.077
N 1.387 -0.165 0.336 -0.2 -0.2 -1.0 0.056
S 0.032 2.217 1.240 0.6 -0.1 -0.3 0.789
S -2.350 0.644 0.507 0.0 0.3 -0.1 0.656

***

# 10
11
Properties=species:S:1:pos:R:3:forces:R:3:lowdin_charge:R:1 method="wB97M-V/def2-TZVPD" orbital_gap_ev=9.412 homo_ev=-9.18 total_charge=0
C -0.312 1.254 -0.500 -1.4 -4.5 -1.5 -0.402
C 0.191 -0.427 0.235 -0.5 2.9 -2.5 -1.141
N -0.718 -0.521 1.280 -0.2 -2.1 1.6 -0.188
N -1.535 0.331 1.564 -0.3 -1.1 0.9 -0.352
S -1.651 1.674 0.624 0.8 1.6 -1.9 0.863
S -0.070 -1.740 -1.015 -1.1 -0.7 1.2 0.715
S 1.899 -0.505 0.812 0.1 -0.3 0.5 0.693
H 0.526 1.835 -0.502 2.1 1.9 0.4 -0.012
H -0.571 1.016 -1.628 0.1 0.5 2.5 0.083
H 0.397 -1.070 -2.023 0.6 0.7 -0.8 -0.163
H 1.843 -1.849 1.154 0.0 1.1 -0.3 -0.096

***

# 11
12
Properties=species:S:1:pos:R:3:forces:R:3:lowdin_charge:R:1 method="wB97M-V/def2-TZVPD" smiles="S=CNSC(=S)NS" orbital_gap_ev=8.289 homo_ev=-8.82 total_charge=0
C -0.112 -0.862 0.071 -2.7 0.2 -2.0 -1.085
C 1.730 1.960 0.203 -0.5 3.1 3.0 -0.841
H -3.641 -1.912 -0.171 1.5 0.4 0.8 -0.107
H -0.661 -2.742 0.597 -2.1 3.4 -0.6 0.140
H 1.090 1.207 -1.495 -2.0 2.2 3.0 0.147
H 1.476 2.502 1.320 1.1 -2.0 -2.8 0.147
N -1.154 -1.700 0.465 1.7 -3.8 0.9 -0.562
N 0.566 1.744 -0.478 3.6 -2.6 -5.7 -0.577
S -2.848 -1.562 0.960 0.8 0.3 -0.8 0.679
S 1.181 -1.568 -0.711 -0.3 1.2 1.2 0.608
S -0.781 0.899 -0.162 -0.5 -2.1 2.0 0.825
S 3.152 2.035 -0.599 -0.5 -0.2 1.0 0.626

***

# 12
10
Properties=species:S:1:pos:R:3:forces:R:3:lowdin_charge:R:1 method="wB97M-V/def2-TZVPD" orbital_gap_ev=12.252 homo_ev=-17.60 total_charge=+1
C 0.997 -1.240 0.251 -2.8 1.8 0.1 0.148
C -1.443 0.599 -0.067 -0.7 -2.2 -0.6 0.037
N 2.127 -0.819 0.090 0.9 -0.8 0.2 0.134
N 0.981 0.988 -0.435 -3.6 2.6 -0.6 0.083
N 0.015 0.267 -0.200 3.1 -3.1 1.4 0.012
O 2.143 0.512 -0.325 1.1 -0.8 -0.1 0.066
H 0.521 -2.102 0.726 0.2 0.2 -0.5 0.148
H -1.821 0.038 0.843 0.7 0.8 -1.0 0.119
H -1.520 1.672 0.090 -0.2 0.0 -0.5 0.101
H -1.999 0.085 -0.973 1.2 1.6 1.6 0.153

***

What did the tenth record say?
11
Properties=species:S:1:pos:R:3:forces:R:3:lowdin_charge:R:1 method="wB97M-V/def2-TZVPD" orbital_gap_ev=9.412 homo_ev=-9.18 total_charge=0
C -0.312 1.254 -0.500 -1.4 -4.5 -1.5 -0.402
C 0.191 -0.427 0.235 -0.5 2.9 -2.5 -1.141
N -0.718 -0.521 1.280 -0.2 -2.1 1.6 -0.188
N -1.535 0.331 1.564 -0.3 -1.1 0.9 -0.352
S -1.651 1.674 0.624 0.8 1.6 -1.9 0.863
S -0.070 -1.740 -1.015 -1.1 -0.7 1.2 0.715
S 1.899 -0.505 0.812 0.1 -0.3 0.5 0.693
H 0.526 1.835 -0.502 2.1 1.9 0.4 -0.012
H -0.571 1.016 -1.628 0.1 0.5 2.5 0.083
H 0.397 -1.070 -2.023 0.6 0.7 -0.8 -0.163
H 1.843 -1.849 1.154 0.0 1.1 -0.3 -0.096